No. 1
C31H29N2NaO2PS | the ωB97M-V functional and the def2-TZVPD basis

The geometry in XYZ format:
```
67
Properties=species:S:1:pos:R:3:forces:R:3
Na 0.8696 0.0152 2.0582 0.234 0.734 0.663
C -2.3344 -2.5368 -5.1658 -0.013 -0.011 0.081
C -1.8000 -2.6234 -3.7606 0.024 -0.035 -0.035
C -0.8660 -3.5891 -3.4024 -0.068 0.065 -0.026
C -0.3689 -3.6565 -2.1069 0.046 -0.096 0.081
C -0.8014 -2.7485 -1.1560 0.142 0.052 0.201
C -1.7612 -1.8026 -1.4900 -0.026 0.087 0.029
C -2.2514 -1.7395 -2.7818 0.018 -0.022 0.037
S -0.1162 -2.6862 0.5058 0.014 0.009 -0.114
O 0.5111 -3.9666 0.7484 0.010 -0.038 -0.204
O -1.2204 -2.3026 1.3538 0.008 -0.020 -0.001
N 0.8882 -1.4619 0.5177 -0.278 -0.611 -0.389
C 2.1354 -1.4467 -0.0342 0.353 -0.246 -0.415
C 2.6827 -2.4553 -0.8639 -0.097 0.099 0.175
C 3.9244 -2.2712 -1.4232 0.029 0.049 0.005
C 4.6375 -1.1052 -1.1549 0.004 -0.089 -0.020
C 4.0497 -0.1915 -0.3027 0.017 0.175 0.073
N 2.8478 -0.3361 0.2457 -0.310 -0.146 0.009
H -1.7754 -3.1848 -5.8402 -0.010 0.004 -0.017
H -2.2740 -1.5136 -5.5399 0.003 -0.005 -0.026
H -3.3842 -2.8369 -5.1970 0.004 0.000 -0.038
H -0.5217 -4.3001 -4.1450 0.003 0.003 -0.004
H 0.3318 -4.4329 -1.8291 0.041 0.042 0.027
H -2.1112 -1.1250 -0.7215 -0.020 0.022 -0.038
H -2.9917 -0.9893 -3.0390 0.004 0.010 0.005
H 2.1319 -3.3677 -1.0104 -0.016 -0.089 -0.065
H 4.3453 -3.0376 -2.0644 -0.006 -0.002 0.009
H 5.6189 -0.9289 -1.5726 -0.005 0.034 0.005
H 4.5704 0.7233 -0.0339 0.010 -0.018 -0.016
C -0.9047 4.3817 0.2169 0.225 -0.051 0.110
P -0.0328 2.7585 0.4660 -0.256 0.324 -0.151
C -1.5581 1.7853 0.7946 0.077 -0.019 -0.060
C -1.7697 1.3455 2.0998 0.056 -0.006 -0.103
C -2.9452 0.6866 2.4360 -0.061 -0.033 0.039
C -3.9183 0.4692 1.4749 0.007 0.004 0.058
C -3.7166 0.9109 0.1726 0.013 -0.002 -0.094
C -2.5427 1.5639 -0.1684 -0.091 -0.039 0.056
C 0.3236 2.3439 -1.2830 -0.044 -0.097 -0.060
C 0.7267 3.3061 -2.2080 -0.025 0.016 0.066
C 1.1061 2.9378 -3.4913 0.003 0.006 -0.078
C 1.0891 1.6036 -3.8727 0.019 0.012 -0.001
C 0.6835 0.6373 -2.9624 0.002 -0.030 -0.029
C 0.3074 1.0080 -1.6819 0.029 0.020 -0.004
H -0.1950 5.1740 -0.0238 -0.016 -0.001 0.018
H -1.3930 4.6367 1.1576 0.002 0.024 0.000
H -1.6556 4.3062 -0.5702 -0.001 0.017 -0.009
H -0.9939 1.4903 2.8486 -0.047 0.043 0.071
H -3.0856 0.3325 3.4493 0.013 -0.015 -0.014
H -4.8306 -0.0545 1.7322 0.013 -0.008 0.005
H -4.4724 0.7284 -0.5830 0.004 0.018 0.006
H -2.3851 1.8922 -1.1895 0.011 0.008 -0.011
H 0.7486 4.3534 -1.9298 0.015 -0.015 -0.018
H 1.4147 3.6972 -4.2002 0.009 0.007 0.023
H 1.3972 1.3191 -4.8714 -0.019 0.003 -0.001
H 0.6628 -0.4104 -3.2428 -0.003 0.014 0.022
H 0.0055 0.2463 -0.9769 0.030 -0.082 0.041
C 1.2231 0.6674 7.1411 -0.010 -0.034 -0.002
C 0.6415 1.7780 6.5435 0.003 0.041 0.030
C 0.5952 1.8785 5.1556 0.019 0.056 -0.159
C 1.1041 0.9095 4.2693 -0.120 -0.155 0.201
C 1.6879 -0.1889 4.9390 -0.011 0.122 -0.112
C 1.7548 -0.3203 6.3233 0.079 -0.049 0.053
H 1.2554 0.5670 8.2207 0.013 0.026 -0.001
H 0.2207 2.5662 7.1628 0.005 -0.003 -0.002
H 0.1351 2.7800 4.7435 -0.039 -0.016 0.029
H 2.1245 -0.9961 4.3458 0.006 -0.055 0.093
H 2.2248 -1.1937 6.7679 -0.027 -0.006 -0.004
```
Positions in Å, forces in eV/Å.

The lowest unoccupied orbital energy is 2.314 eV. For the HOMO energy, the calculation gives -3.88 eV. The strongest force on any atom is 1.0 eV Å⁻¹. The net charge is -1. The HOMO-LUMO gap comes out at 0.227 Eh. The total energy comes out at -2360.5955 Ha.

=====

No. 2
C4H11NNaO9S2 | the ωB97M-V functional and the def2-TZVPD basis

The geometry in XYZ format:
```
28
Properties=species:S:1:pos:R:3:forces:R:3
Na 1.0538 0.2831 0.2377 1.322 1.035 1.062
S 4.0190 0.2082 0.0706 1.281 1.024 0.149
O 5.1190 -0.1069 -0.8953 -0.110 -0.500 -0.152
O 3.2149 -0.9969 0.3963 -0.775 -1.124 -0.319
O 4.5983 0.7610 1.3064 0.030 -0.113 -0.371
O 3.1020 1.1878 -0.5915 -0.615 0.039 -0.254
S 0.8944 2.1460 3.1428 0.301 -0.103 0.267
O -0.2259 2.1023 4.1184 -0.765 -0.096 0.627
O 2.1584 2.4407 3.8373 0.116 0.067 0.334
O 0.9811 0.8107 2.4724 -0.402 -0.218 -0.443
O 0.6093 3.1999 2.1450 -0.372 0.427 -0.781
C -3.4663 0.1562 -1.2161 0.355 -0.993 1.119
C -2.0974 -0.0170 -0.5072 0.334 1.492 -1.225
C -1.3511 -1.1767 -1.1426 -0.227 -0.462 0.865
O -0.1981 -1.4314 -0.3729 -0.712 -0.553 -0.641
C 0.4604 -2.5968 -0.7879 0.783 -0.982 0.816
N -1.2731 1.1916 -0.7148 -0.219 -0.294 -0.604
H -4.1087 -0.6485 -0.8320 -0.330 0.231 -0.331
H -3.3471 0.0464 -2.2946 -0.015 0.067 -0.064
H -3.8901 1.1284 -0.9797 -0.115 0.008 0.011
H -2.1508 -0.1356 0.5766 -0.285 -0.301 -0.084
H -1.0987 -1.0155 -2.2003 0.071 0.392 -0.003
H -2.0145 -2.0581 -1.1411 0.071 -0.121 0.110
H -0.1716 -3.4987 -0.7144 -0.481 0.298 -0.445
H 1.2460 -2.8345 -0.0670 0.260 0.684 -0.137
H 0.9263 -2.5050 -1.7715 -0.137 0.073 -0.089
H -1.7401 2.0160 -0.3507 0.331 -0.045 0.510
H -1.2493 1.3435 -1.7238 0.306 0.066 0.071
```
Positions in Å, forces in eV/Å.

The lowest unoccupied orbital energy is 5.325 eV. For the HOMO energy, the calculation gives 2.92 eV. The strongest force on any atom is 2.0 eV Å⁻¹. The net charge is -3. The HOMO-LUMO gap comes out at 0.088 Eh. The total energy comes out at -1849.5232 Ha.

=====

No. 3
C2H12O3 | the ωB97M-V functional and the def2-TZVPD basis

The geometry in XYZ format:
```
17
Properties=species:S:1:pos:R:3:forces:R:3
C 1.8363 1.0850 -1.4561 -0.388 -0.942 -0.068
C 0.2007 0.9663 -1.7754 1.255 -0.780 2.389
H 2.4259 0.1143 -1.0811 -1.722 1.832 -1.123
H 2.3002 1.4628 -2.4006 -0.221 -0.601 0.671
H 2.1285 1.8506 -0.6960 -0.861 -0.506 -0.444
H -0.0603 0.3538 -2.6002 0.575 -0.715 -1.191
H -0.2132 1.9248 -2.0209 0.014 0.699 0.195
H -0.4683 0.4717 -0.9886 1.346 0.996 -0.434
O -0.1201 -2.7776 -1.9077 0.918 0.704 -1.063
H 0.7785 -2.3842 -2.1556 -2.202 -0.767 0.169
H -0.7449 -2.6969 -2.6734 1.279 0.079 0.910
O 0.4335 -3.4334 4.3107 -3.289 0.003 -2.817
H 0.1056 -4.2508 3.8136 1.132 1.080 1.243
H -0.2715 -2.8169 3.8612 2.161 -1.083 1.565
O -2.6877 3.5337 2.1937 -0.724 -0.855 3.139
H -2.7327 2.5716 2.5082 0.137 1.978 -0.816
H -2.9105 4.0254 3.0682 0.589 -1.121 -2.325
```
Positions in Å, forces in eV/Å.

The lowest unoccupied orbital energy is 0.568 eV. For the HOMO energy, the calculation gives -11.49 eV. The strongest force on any atom is 4.3 eV Å⁻¹. The SMILES is CC.O.O.O. The HOMO-LUMO gap comes out at 0.443 Eh. The total energy comes out at -309.0491 Ha.

=====

No. 4
C2H5NO4 | the ωB97M-V functional and the def2-TZVPD basis

The geometry in XYZ format:
```
12
Properties=species:S:1:pos:R:3:forces:R:3
C 0.5969 0.5869 -0.3354 -0.055 0.060 0.597
C -2.3447 0.0265 -0.6644 -1.496 0.365 1.100
N 2.1103 -0.9770 0.5898 -0.026 0.151 -0.144
O -0.5731 -0.1174 0.0261 -0.931 -0.350 1.973
O 1.6644 -0.2811 -0.5706 -0.064 -0.112 0.219
O -2.7535 0.0394 0.4825 -0.364 -0.183 -1.459
O -2.3814 0.0918 -1.8212 0.175 -0.115 0.114
H -1.2975 -0.0004 0.8887 2.859 0.153 -2.145
H 1.3150 -1.4869 0.9722 -0.018 0.157 -0.105
H 2.4082 -0.2780 1.2715 -0.112 -0.021 -0.081
H 0.8444 1.3149 0.4523 -0.018 -0.082 -0.116
H 0.4111 1.0813 -1.2914 0.049 -0.024 0.048
```
Positions in Å, forces in eV/Å.

The lowest unoccupied orbital energy is 0.462 eV. For the HOMO energy, the calculation gives -10.39 eV. The strongest force on any atom is 3.6 eV Å⁻¹. The HOMO-LUMO gap comes out at 0.399 Eh. The total energy comes out at -434.8295 Ha.

=====

So what do the calculations give for M? Going down the list: 547.6; 304.3; 84.1; 107.1 g/mol.